Entry 1:
{
  "formula": "C41H44IrN5OP2",
  "method": "wB97M-V/def2-TZVPD",
  "symbols": ["Ir", "N", "P", "C", "C", "C", "C", "C", "C", "C", "C", "C", "C", "C", "C", "P", "C", "C", "C", "C", "C", "C", "C", "C", "C", "C", "C", "C", "H", "H", "H", "H", "H", "H", "H", "H", "H", "H", "H", "H", "H", "H", "H", "H", "H", "H", "H", "H", "H", "N", "C", "O", "C", "C", "C", "N", "C", "C", "H", "H", "H", "H", "H", "H", "C", "C", "C", "C", "C", "C", "C", "H", "H", "H", "H", "H", "C", "C", "C", "C", "N", "N", "H", "H", "H", "H", "H", "H", "H", "H", "H", "H", "H", "H"],
  "xyz": [[-0.053, -0.864, -0.013], [-1.086, 1.645, -1.101], [-0.912, 0.141, -1.960], [-0.702, 0.884, -3.623], [0.451, 0.752, -4.387], [0.566, 1.421, -5.599], [-0.470, 2.220, -6.053], [-1.631, 2.348, -5.298], [-1.747, 1.682, -4.090], [-2.519, -0.587, -2.064], [-3.044, -1.184, -3.200], [-4.157, -2.006, -3.158], [-4.724, -2.310, -1.893], [-4.248, -1.789, -0.736], [-3.075, -0.837, -0.688], [-0.583, 1.584, 0.518], [-1.482, 3.060, 1.145], [-0.918, 3.925, 2.084], [-1.650, 4.990, 2.584], [-2.955, 5.204, 2.164], [-3.537, 4.330, 1.257], [-2.812, 3.257, 0.764], [1.120, 2.299, 0.491], [1.987, 1.979, 1.537], [3.293, 2.451, 1.544], [3.741, 3.252, 0.502], [2.891, 3.560, -0.551], [1.588, 3.078, -0.564], [-1.526, 2.462, -1.502], [1.254, 0.115, -4.036], [1.468, 1.322, -6.190], [-0.383, 2.740, -6.999], [-2.448, 2.966, -5.648], [-2.656, 1.754, -3.508], [-2.569, -0.998, -4.159], [-4.554, -2.450, -4.061], [-5.570, -2.988, -1.850], [-4.691, -2.071, 0.211], [-3.409, 0.135, -0.258], [0.103, 3.770, 2.410], [-1.201, 5.660, 3.307], [-3.522, 6.041, 2.551], [-4.560, 4.482, 0.937], [-3.274, 2.562, 0.071], [1.632, 1.350, 2.346], [3.963, 2.181, 2.351], [4.757, 3.628, 0.508], [3.249, 4.175, -1.368], [0.940, 3.285, -1.408], [1.902, -4.918, 5.473], [1.287, -3.691, 5.490], [0.974, -3.167, 6.539], [1.074, -3.024, 4.184], [0.402, -1.803, 4.168], [0.213, -1.134, 2.985], [0.646, -1.589, 1.796], [1.279, -2.778, 1.807], [1.511, -3.508, 2.949], [1.863, -5.416, 6.347], [1.870, -5.480, 4.640], [0.040, -1.400, 5.104], [-0.300, -0.180, 2.951], [1.625, -3.133, 0.846], [2.056, -4.438, 2.862], [-1.989, -1.304, 0.305], [-2.481, -1.663, 1.632], [-2.061, -2.840, 2.266], [-2.585, -3.231, 3.486], [-3.519, -2.441, 4.137], [-3.925, -1.249, 3.548], [-3.425, -0.875, 2.316], [-1.352, -3.482, 1.754], [-2.264, -4.160, 3.941], [-3.926, -2.746, 5.092], [-4.643, -0.608, 4.043], [-3.733, 0.070, 1.889], [4.047, -1.679, -3.510], [3.887, -0.884, -2.215], [4.035, 0.611, -2.501], [4.955, -1.314, -1.200], [2.516, -1.165, -1.759], [2.138, -0.553, -0.531], [4.977, -1.411, -4.009], [3.209, -1.466, -4.175], [4.060, -2.753, -3.310], [4.971, 0.788, -3.032], [4.067, 1.191, -1.577], [3.211, 0.970, -3.118], [5.949, -1.167, -1.624], [4.847, -2.370, -0.939], [4.901, -0.717, -0.286], [2.381, -2.164, -1.663], [2.206, 0.453, -0.664], [2.766, -0.791, 0.239]],
  "atomic_forces_ev_per_a": [[-0.3, 0.0, -1.2], [0.0, 0.1, 0.2], [-2.3, -0.4, 0.9], [0.7, -0.4, 0.1], [0.0, 0.0, 0.0], [0.1, 0.0, -0.1], [-0.1, 0.0, 0.0], [0.1, 0.0, 0.0], [0.0, 0.0, 0.0], [1.0, 0.5, 0.0], [-0.7, -0.2, -0.1], [0.3, 0.1, -0.6], [0.2, 0.3, 0.4], [-0.3, -0.2, -0.1], [0.1, -0.8, -0.1], [0.3, 0.3, -0.5], [-0.1, -0.1, 0.2], [-0.1, 0.0, -0.1], [0.0, 0.0, 0.1], [0.0, 0.0, 0.0], [0.0, 0.0, 0.0], [0.1, -0.1, -0.1], [-0.1, 0.0, 0.1], [0.0, 0.1, -0.1], [0.0, 0.0, 0.0], [0.1, 0.0, 0.0], [0.0, 0.0, 0.0], [0.1, 0.0, 0.0], [0.0, 0.1, 0.0], [0.0, 0.0, 0.0], [0.0, 0.0, 0.0], [0.0, 0.0, 0.0], [0.0, 0.0, 0.0], [0.0, 0.0, 0.0], [0.0, 0.0, 0.0], [0.0, 0.0, 0.0], [0.0, 0.0, 0.1], [-0.1, 0.0, 0.0], [0.2, -0.1, 0.3], [0.0, 0.1, 0.0], [0.0, 0.0, 0.0], [0.0, 0.0, 0.0], [0.0, 0.0, 0.0], [0.0, 0.0, 0.0], [0.0, 0.0, 0.0], [0.0, 0.1, 0.0], [0.0, 0.0, 0.0], [0.0, 0.0, 0.0], [0.0, 0.0, 0.0], [-0.2, 0.1, -0.2], [0.2, -0.7, 0.8], [-0.1, 0.2, -0.2], [-0.3, 0.7, -1.0], [0.4, -0.4, 0.6], [0.2, 0.4, -0.5], [-0.6, -1.1, 1.1], [0.2, 0.4, -0.3], [0.1, -0.1, 0.6], [0.1, 0.0, 0.0], [0.0, 0.0, 0.0], [0.0, 0.1, 0.0], [-0.1, -0.1, 0.0], [-0.1, -0.1, 0.0], [0.0, 0.0, -0.1], [1.8, 1.7, -0.5], [-0.4, -0.6, 0.7], [-0.2, -0.1, -0.4], [-0.1, 0.0, 0.2], [0.0, 0.0, 0.0], [0.0, 0.0, 0.1], [0.3, 0.1, -0.2], [0.0, 0.0, 0.0], [0.0, 0.0, 0.0], [0.0, 0.0, 0.0], [0.0, 0.0, 0.0], [-0.1, 0.0, -0.1], [-0.1, 0.0, 0.1], [0.3, -0.1, 0.0], [0.0, -0.2, 0.0], [0.0, 0.1, -0.1], [0.1, 0.1, -0.2], [-0.6, 0.1, 0.1], [0.0, 0.0, 0.0], [0.0, 0.0, -0.1], [0.0, 0.0, 0.0], [0.0, 0.0, 0.0], [0.0, 0.1, 0.0], [0.0, 0.0, 0.0], [0.0, 0.0, 0.0], [0.0, 0.0, 0.0], [0.0, 0.0, 0.0], [-0.3, 0.0, 0.0], [0.0, 0.0, 0.0], [0.1, 0.0, 0.0]],
  "lumo_ev": -0.813,
  "homo_lumo_gap_ev": 3.854,
  "e_above_lowest_kcal_mol": 68.92,
  "homo_ev": -4.667
}


Entry 2:
{
  "formula": "C23H19N6O4Pd",
  "method": "wB97M-V/def2-TZVPD",
  "symbols": ["Pd", "C", "N", "C", "C", "N", "C", "C", "C", "C", "C", "C", "N", "C", "N", "C", "C", "C", "C", "C", "C", "N", "H", "H", "H", "H", "H", "H", "H", "H", "H", "H", "H", "H", "H", "H", "H", "O", "C", "C", "C", "C", "C", "C", "C", "O", "N", "O", "O", "H", "H", "H", "H"],
  "xyz": [[-0.996, -0.459, 0.294], [-1.080, 1.997, 2.520], [-1.778, 0.718, 2.440], [-1.587, -0.208, 3.552], [-0.592, -1.275, 3.201], [-0.210, -1.527, 1.977], [0.698, -2.573, 2.035], [1.414, -3.195, 1.017], [2.275, -4.205, 1.392], [2.419, -4.585, 2.735], [1.716, -3.967, 3.751], [0.855, -2.945, 3.375], [0.020, -2.093, 4.086], [0.170, 2.019, 1.687], [0.503, 1.088, 0.837], [1.679, 1.491, 0.225], [2.443, 0.867, -0.755], [3.591, 1.514, -1.163], [3.967, 2.749, -0.613], [3.217, 3.374, 0.362], [2.064, 2.720, 0.776], [1.078, 3.025, 1.704], [-0.819, 2.243, 3.555], [-1.738, 2.788, 2.154], [-2.757, 0.855, 2.244], [-2.538, -0.687, 3.794], [-1.251, 0.315, 4.453], [1.276, -2.887, -0.012], [2.858, -4.719, 0.639], [3.100, -5.388, 2.981], [1.826, -4.270, 4.784], [-0.120, -2.101, 5.082], [2.123, -0.077, -1.176], [4.219, 1.068, -1.922], [4.871, 3.227, -0.966], [3.512, 4.328, 0.780], [1.036, 3.856, 2.268], [-2.992, -0.312, -0.514], [-3.374, -0.161, -1.690], [-2.591, 0.077, -2.846], [-3.277, 0.390, -4.034], [-2.586, 0.731, -5.157], [-1.177, 0.788, -5.144], [-0.485, 0.470, -4.017], [-1.151, 0.064, -2.818], [-0.453, -0.307, -1.819], [-3.309, 1.045, -6.384], [-4.527, 1.020, -6.344], [-2.651, 1.334, -7.365], [-4.460, -0.184, -1.861], [-4.359, 0.374, -4.061], [-0.667, 1.093, -6.048], [0.596, 0.498, -3.989]],
  "atomic_forces_ev_per_a": [[-0.1, 0.9, -0.1], [0.1, 0.1, -0.1], [0.0, -0.3, -0.3], [0.1, -0.1, 0.0], [0.2, 0.1, 0.0], [-0.1, -0.2, -0.4], [0.1, 0.0, 0.3], [-0.1, 0.0, 0.1], [0.0, 0.0, -0.1], [0.0, 0.0, 0.1], [0.0, 0.0, 0.1], [0.0, 0.0, -0.4], [-0.1, 0.0, 0.1], [0.1, -0.1, 0.0], [-0.5, -0.2, -0.3], [0.2, 0.2, 0.1], [0.0, 0.0, 0.0], [0.0, 0.0, 0.0], [0.0, 0.1, 0.0], [0.0, 0.1, 0.1], [0.0, -0.3, -0.3], [0.0, 0.1, 0.1], [-0.1, 0.0, 0.0], [0.0, 0.0, 0.0], [-0.1, 0.0, 0.1], [0.0, 0.0, 0.0], [0.0, 0.0, 0.0], [0.1, -0.1, 0.0], [0.0, 0.0, 0.0], [0.0, 0.0, 0.0], [0.0, 0.0, 0.0], [0.0, 0.0, 0.0], [0.0, 0.0, 0.0], [0.0, 0.0, 0.0], [0.0, 0.0, 0.0], [0.0, 0.0, 0.0], [0.0, 0.0, 0.0], [0.1, -0.1, 0.2], [-0.2, 0.0, -0.2], [0.4, 0.0, 0.3], [-0.1, 0.1, -0.2], [0.1, -0.2, 0.3], [-0.1, 0.0, -0.1], [0.0, -0.1, 0.2], [-0.4, 0.0, -0.3], [0.2, -0.1, 0.8], [-0.2, 0.3, -0.2], [0.2, -0.1, 0.0], [-0.1, -0.1, 0.1], [0.0, 0.0, 0.1], [0.0, 0.0, 0.0], [0.0, 0.0, 0.0], [0.0, 0.0, -0.1]],
  "charge": 1,
  "s2": 2.01,
  "lumo_ev": [-2.667, -4.392],
  "spin_multiplicity": 3,
  "homo_lumo_gap_ev": [8.310, 6.576],
  "homo_ev": [-10.977, -10.967]
}


Entry 3:
{
  "formula": "C12H25N5O3",
  "method": "wB97M-V/def2-TZVPD",
  "symbols": ["C", "C", "C", "C", "C", "C", "C", "C", "C", "C", "C", "C", "H", "H", "H", "H", "H", "H", "H", "H", "H", "H", "H", "H", "H", "H", "H", "H", "H", "H", "H", "H", "H", "H", "H", "H", "H", "N", "N", "N", "N", "N", "O", "O", "O"],
  "xyz": [[1.142, 0.961, -0.118], [1.340, -0.497, -0.826], [0.553, 2.106, -0.950], [-0.106, 3.450, -0.174], [-1.233, 3.228, 1.067], [-2.325, 4.854, 2.671], [0.551, -2.652, -1.627], [0.277, -2.340, -3.094], [-0.281, -3.727, -0.996], [-0.150, -5.052, -1.592], [-0.152, -3.629, 0.596], [1.139, -3.910, 1.180], [3.039, 1.229, -0.330], [2.660, 0.593, 1.089], [0.329, 1.035, 0.673], [-0.410, 1.711, -1.724], [1.442, 2.459, -1.677], [-0.569, 4.084, -0.923], [0.741, 4.248, -0.047], [-0.667, 2.681, 2.002], [-2.106, 2.523, 0.883], [-1.775, 5.228, 0.804], [-3.316, 3.034, 2.912], [-2.669, 6.586, 3.907], [-0.679, 6.477, 3.609], [-1.049, -0.907, -1.316], [1.602, -2.935, -1.466], [-1.372, -3.511, -1.163], [0.975, -5.096, -1.871], [-0.607, -6.058, -1.142], [-0.336, -5.122, -2.589], [-0.974, -4.392, 0.973], [-0.482, -2.599, 1.143], [1.876, -3.034, 1.098], [1.667, -4.801, 0.902], [1.043, -4.130, 2.138], [2.036, -1.739, -3.131], [2.369, 1.411, 0.419], [-1.511, 4.549, 1.575], [-3.029, 4.107, 3.470], [-2.053, 6.435, 3.004], [0.114, -1.302, -1.020], [2.553, -0.946, -1.067], [-0.868, -2.741, -3.471], [1.271, -1.871, -3.801]],
  "atomic_forces_ev_per_a": [[-2.5, 0.1, 0.1], [0.2, -0.5, -0.2], [-1.8, 1.3, -3.9], [1.0, -0.6, 0.1], [3.3, -1.7, 1.5], [1.0, 1.1, 2.0], [-1.2, 1.3, -0.1], [-4.3, -4.4, 0.5], [-3.7, 1.9, 2.2], [3.7, -3.3, 1.2], [-4.0, 0.2, 0.2], [3.5, 1.4, -2.6], [0.2, 0.5, 0.0], [-0.4, 2.2, -1.1], [1.1, -1.6, -0.3], [2.9, 0.9, 2.2], [-2.2, -0.4, 1.4], [-0.9, -0.7, -0.7], [-1.1, -1.9, 1.4], [-1.2, 1.1, -2.3], [0.9, 1.1, -0.5], [0.9, -0.9, 1.2], [1.5, 4.1, 2.0], [1.6, -0.4, -2.1], [-5.0, -0.4, -2.1], [5.2, -1.4, 1.2], [-0.2, 0.9, 0.3], [0.8, 0.5, 0.1], [-0.8, -1.1, 1.5], [1.3, 2.5, -0.4], [-2.1, 0.5, -2.9], [1.7, 1.3, -0.6], [0.3, -2.2, -2.1], [-0.9, -1.2, 0.0], [0.2, -0.6, -1.2], [-0.6, -0.3, 4.8], [-1.3, 0.0, -1.5], [1.9, -2.6, 1.9], [-1.8, 1.7, -1.7], [-0.2, -2.1, -3.5], [2.0, -3.0, 3.4], [1.4, 1.5, -0.8], [-5.7, 1.9, 0.8], [3.8, 2.5, -0.4], [1.5, 0.8, 0.8]],
  "lumo_ev": 0.103,
  "homo_lumo_gap_ev": 9.772,
  "e_above_lowest_kcal_mol": 261.09,
  "homo_ev": -9.669
}


M (computed, g mol⁻¹): 877.002; 549.863; 287.364
Max |F| (computed, eV/Å): 2.504; 0.868; 6.195